w | DFT (wB97M-V/def2-TZVPD) results for a molecular structure, C3H11N3O.

Element x y z (Å)
O 0.71 2.04 -1.65
N 0.79 -0.81 -1.64
N 0.88 -0.89 1.34
N -1.36 -0.34 1.77
C -0.16 1.17 -0.47
C -0.44 -0.79 0.77
C -0.28 -0.15 -1.04
H 1.11 -0.04 1.85
H 1.61 -0.89 -1.05
H -1.16 0.61 2.08
H -1.24 -0.34 -1.53
H -0.76 -1.79 0.47
H 0.38 1.50 0.41
H 1.64 1.76 -1.55
H -2.31 -0.34 1.41
H 0.79 -0.83 -2.65
H 0.89 -1.64 2.02
H -1.07 1.76 -0.55

## Properties
LUMO	0.93	eV
highest occupied orbital energy	-7.848	eV

In the natural (NBO) picture, each atom carries the following charge in e: -0.82, -0.88, -0.86, -0.84, -0.11, 0.10, -0.04, 0.35, 0.40, 0.35, 0.20, 0.18, 0.18, 0.45, 0.36, 0.40, 0.38, 0.21

x | DFT (wB97M-V/def2-TZVPD) results for 2 unconnected molecules or ions with the total composition C3H11N3O.

Element x y z (Å)
O 1.84 1.20 2.77
N -0.12 0.70 -0.48
N -0.41 -0.84 1.21
N -1.75 1.02 1.19
C 0.56 -0.10 -1.49
C -0.35 -1.04 -2.19
C -0.83 0.35 0.67
H 1.46 1.70 2.01
H -0.64 -1.85 -1.60
H 1.48 -0.47 -0.98
H -0.39 -0.54 2.24
H 0.03 -1.66 0.81
H -1.94 0.82 2.17
H 2.08 0.24 2.29
H 0.99 0.68 -2.14
H -1.28 -0.41 -2.27
H 0.01 -1.27 -3.21
H -0.73 1.46 -1.00

## Properties
LUMO	0.61	eV
SMILES	[H]/N=C(\N)NCC.O
highest occupied orbital energy	-8.755	eV

In the natural (NBO) picture, each atom carries the following charge in e: -0.94, -0.63, -0.91, -0.78, -0.22, -0.63, 0.58, 0.48, 0.21, 0.19, 0.41, 0.41, 0.35, 0.47, 0.21, 0.21, 0.22, 0.38

Stability comparison, relative energies in kcal/mol: w 31.6; x 0.0

w | DFT (wB97M-V/def2-TZVPD) results for a gas-phase ion, C3H11N2 (charge +1).

Element x y z (Å)
N -1.75 -0.30 -0.10
N 1.59 1.27 -0.06
C -0.33 -0.11 0.40
C 0.46 0.64 -0.80
C 0.27 -1.50 0.71
H 1.38 -1.44 1.00
H 0.95 -0.10 -1.45
H -0.25 -1.96 1.45
H -2.60 -0.52 0.39
H -0.17 1.40 -1.27
H 1.32 2.17 0.34
H 0.11 -2.15 -0.19
H -2.22 0.46 -0.72
H -1.60 -1.08 -0.81
H 2.30 1.64 -0.71
H -0.50 0.56 1.26

## Properties
LUMO	-3.78	eV
SMILES	C[C@H]([NH3+])CN
highest occupied orbital energy	-13.822	eV
charge	+1

In the natural (NBO) picture, each atom carries the following charge in e: -0.71, -0.82, -0.03, -0.24, -0.63, 0.29, 0.23, 0.23, 0.45, 0.19, 0.36, 0.21, 0.45, 0.44, 0.38, 0.23

x | DFT (wB97M-V/def2-TZVPD) results for a gas-phase ion, C3H11N2 (charge +1).

Element x y z (Å)
N -2.19 0.51 -0.25
N 1.51 0.59 0.95
C -0.09 -0.90 -0.20
C -0.86 0.31 -0.83
C 1.46 -0.62 0.05
H 1.85 1.41 0.44
H -2.07 0.64 0.75
H 2.13 -1.36 0.48
H -2.76 -0.33 -0.36
H 2.00 -0.49 -0.91
H -0.52 -1.12 0.78
H 2.05 0.51 1.82
H 0.58 0.74 1.33
H -0.98 0.03 -1.87
H -0.32 1.25 -0.70
H -0.09 -1.83 -0.77

## Properties
LUMO	-3.87	eV
SMILES	NCCC[NH3+]
highest occupied orbital energy	-13.332	eV
charge	+1

In the natural (NBO) picture, each atom carries the following charge in e: -0.79, -0.68, -0.43, -0.23, -0.24, 0.45, 0.34, 0.24, 0.37, 0.24, 0.20, 0.45, 0.44, 0.23, 0.17, 0.25

Stability comparison, relative energies in kcal/mol: w 3.6; x 0.0

w | DFT (wB97M-V/def2-TZVPD) results for 2 unconnected molecules or ions with the total composition C3H11N2.

Element x y z (Å)
N 0.35 -0.75 -1.52
N 1.65 1.01 1.39
C -2.44 -0.48 -0.08
C 1.51 -0.17 0.48
C 1.12 0.10 -0.79
H 0.29 -0.50 -2.50
H -0.58 -1.01 -1.20
H -2.57 -0.41 -1.16
H -2.09 -1.48 0.16
H 1.42 1.04 -1.24
H 2.44 0.88 2.03
H 1.74 1.87 0.85
H 0.80 1.09 1.95
H 1.46 -1.13 0.96
H -3.39 -0.32 0.41
H -1.72 0.26 0.27

## Properties
LUMO	-3.79	eV
highest occupied orbital energy	-13.413	eV
charge	+1

In the natural (NBO) picture, each atom carries the following charge in e: -0.78, -0.67, -0.87, -0.21, 0.07, 0.40, 0.43, 0.22, 0.22, 0.19, 0.44, 0.44, 0.44, 0.24, 0.25, 0.19

x | DFT (wB97M-V/def2-TZVPD) results for 2 unconnected molecules or ions with the total composition C3H11N2.

Element x y z (Å)
N -2.25 0.51 -0.80
N -1.16 -1.52 -1.41
C 1.36 0.07 1.35
C 2.34 1.11 0.68
C -2.06 -0.84 -0.72
H 2.85 0.58 -0.17
H -1.30 -2.48 -1.41
H -1.62 1.13 -1.36
H 0.42 0.54 1.69
H -0.40 -1.02 -1.96
H -2.60 -1.41 0.02
H -3.19 0.86 -0.60
H 1.88 2.10 0.32
H 0.95 -0.75 0.79
H 3.10 1.49 1.34
H 1.67 -0.36 2.26

## Properties
LUMO	-4.50	eV
highest occupied orbital energy	-14.638	eV
charge	+1

In the natural (NBO) picture, each atom carries the following charge in e: -0.73, -0.69, -0.63, -0.63, 0.41, 0.21, 0.44, 0.44, 0.20, 0.45, 0.24, 0.45, 0.21, 0.18, 0.23, 0.23

Stability comparison, relative energies in kcal/mol: w 12.1; x 0.0

w | DFT (wB97M-V/def2-TZVPD) results for 2 unconnected molecules or ions with the total composition C3H11N2.

Element x y z (Å)
N 1.47 -0.10 -0.22
N -1.17 0.50 -0.80
C -1.91 1.10 0.33
C -1.65 0.76 1.59
C 1.85 -1.53 -0.56
H 1.29 -1.77 -1.48
H -1.26 1.05 -1.65
H 2.23 0.47 -0.60
H -2.53 2.00 0.21
H -0.89 0.19 2.12
H 2.93 -1.51 -0.78
H 0.54 0.32 -0.52
H 1.70 -0.05 0.78
H -2.40 1.13 2.29
H -1.80 -0.30 -0.90
H 1.59 -2.26 0.19

## Properties
LUMO	-3.33	eV
highest occupied orbital energy	-13.337	eV
charge	+1

In the natural (NBO) picture, each atom carries the following charge in e: -0.71, -0.89, -0.05, -0.42, -0.42, 0.23, 0.39, 0.43, 0.22, 0.20, 0.23, 0.47, 0.43, 0.22, 0.41, 0.24

x | DFT (wB97M-V/def2-TZVPD) results for a gas-phase ion, C3H11N2 (charge +1).

Element x y z (Å)
N 2.19 0.01 -1.14
N -1.42 0.68 1.36
C -0.20 0.06 -0.70
C 1.17 -0.47 -0.24
C -1.34 -0.31 0.22
H -1.99 0.40 2.14
H 3.09 0.11 -0.71
H 1.35 -0.14 0.78
H -1.87 1.53 1.01
H -0.50 1.00 1.68
H -1.12 -1.24 0.71
H 1.10 -1.54 -0.24
H -0.02 1.12 -0.92
H -0.43 -0.32 -1.70
H -2.29 -0.35 -0.29
H 2.28 -0.55 -1.97

## Properties
LUMO	-3.77	eV
SMILES	NCCC[NH3+]
highest occupied orbital energy	-12.886	eV
charge	+1

In the natural (NBO) picture, each atom carries the following charge in e: -0.84, -0.66, -0.47, -0.21, -0.22, 0.44, 0.38, 0.17, 0.44, 0.44, 0.23, 0.18, 0.24, 0.25, 0.24, 0.38

y | DFT (wB97M-V/def2-TZVPD) results for a molecular structure, C3H11N2.

Element x y z (Å)
N -0.42 -0.23 -0.32
N -0.04 -1.14 1.76
C 0.84 -0.27 -1.26
C -0.22 -0.12 1.10
C -1.42 0.80 -0.71
H 1.22 1.17 1.30
H 1.68 1.79 1.47
H 0.16 -2.13 1.40
H 0.60 -0.21 -2.27
H -1.63 0.70 -1.84
H -2.37 0.65 -0.15
H -0.68 -1.19 -0.48
H -1.05 1.78 -0.39
H 0.42 -0.99 2.65
H 1.47 -1.19 -1.12
H 1.43 0.59 -1.15

## Properties
LUMO	-3.67	eV
highest occupied orbital energy	-13.343	eV
charge	+1

In the natural (NBO) picture, each atom carries the following charge in e: -0.44, -0.69, -0.41, 0.28, -0.43, -0.05, 0.02, 0.37, 0.24, 0.24, 0.25, 0.41, 0.26, 0.44, 0.24, 0.25

Stability comparison, relative energies in kcal/mol: w 21.4; x 0.0; y 93.4

w | DFT (wB97M-V/def2-TZVPD) results for 2 unconnected molecules or ions with the total composition C3H11N2.

Element x y z (Å)
N 1.48 3.15 -0.84
N 0.03 1.36 -1.08
C -1.09 -2.32 0.17
C 1.16 1.97 -1.34
C -0.70 -2.00 1.68
H -1.81 -1.71 -0.30
H 0.18 -2.46 2.06
H -1.48 -3.33 0.15
H 0.93 3.62 -0.16
H -0.23 0.49 -1.49
H 2.45 3.23 -0.54
H 2.00 1.27 -1.63
H -0.22 -2.22 -0.47
H -0.61 1.72 -0.36
H -1.55 -1.94 2.47
H -0.55 -0.82 1.67

## Properties
LUMO	-4.75	eV
highest occupied orbital energy	-14.228	eV
charge	+1

In the natural (NBO) picture, each atom carries the following charge in e: -0.70, -0.68, -0.61, 0.41, -0.61, 0.19, 0.22, 0.23, 0.42, 0.44, 0.43, 0.25, 0.19, 0.43, 0.23, 0.16

x | DFT (wB97M-V/def2-TZVPD) results for 2 unconnected molecules or ions with the total composition C3H11N2.

Element x y z (Å)
N -0.79 1.57 -0.25
N 0.78 -0.93 0.39
C 0.90 -1.36 1.57
C 1.86 -1.02 -0.58
C -2.12 0.91 -0.55
H -2.93 1.60 -0.39
H -2.13 0.43 -1.53
H -1.02 2.40 0.29
H -2.17 -0.05 -0.03
H 2.64 -0.34 -0.22
H 0.09 -1.10 2.24
H -0.30 1.69 -1.13
H 1.49 -0.76 -1.57
H 2.33 -2.01 -0.63
H 1.69 -2.03 1.92
H -0.32 0.99 0.46

## Properties
LUMO	-3.52	eV
highest occupied orbital energy	-13.783	eV
charge	+1

In the natural (NBO) picture, each atom carries the following charge in e: -0.69, -0.49, -0.02, -0.46, -0.45, 0.24, 0.25, 0.44, 0.25, 0.22, 0.17, 0.45, 0.20, 0.22, 0.18, 0.48

Stability comparison, relative energies in kcal/mol: w 0.0; x 9.2

w | DFT (wB97M-V/def2-TZVPD) results for a gas-phase ion, C4H12N3 (charge +1).

Element x y z (Å)
N -1.23 1.19 -1.34
N -0.42 2.56 1.35
N 1.59 -2.51 -0.02
C -0.23 0.47 -0.36
C 0.34 1.70 0.52
C 0.23 -2.13 -0.32
C -0.44 -0.88 0.18
H 1.24 1.07 1.06
H -1.60 0.63 -2.09
H -1.14 -1.17 1.01
H 0.10 -2.15 -1.48
H -1.95 1.51 -0.71
H 0.63 0.48 -1.00
H 0.89 2.30 -0.20
H -0.74 2.31 2.30
H -0.44 -2.91 0.06
H 1.90 -2.97 0.88
H 2.21 -2.74 -0.80
H -0.95 3.24 0.98

## Properties
LUMO	-7.18	eV
highest occupied orbital energy	-13.391	eV
charge	+1

In the natural (NBO) picture, each atom carries the following charge in e: -0.72, -0.78, -0.86, -0.27, -0.18, -0.34, 0.40, 0.21, 0.39, 0.22, 0.27, 0.37, 0.23, 0.25, 0.40, 0.21, 0.41, 0.41, 0.38

x | DFT (wB97M-V/def2-TZVPD) results for a gas-phase ion, C4H12N3 (charge +1).

Element x y z (Å)
N 0.98 -0.93 -0.84
N 2.84 0.06 0.81
N -3.26 0.22 -0.54
C 0.59 0.03 0.36
C -0.83 0.54 0.22
C 1.60 0.62 1.07
C -1.84 -0.24 -0.63
H 0.15 -1.54 -0.86
H -3.68 -0.21 -1.37
H 1.54 1.44 1.73
H -3.73 -0.27 0.28
H -1.20 0.83 1.16
H 3.50 -0.18 1.53
H 1.91 -1.20 -0.62
H -1.41 -0.19 -1.59
H -0.55 1.47 -0.29
H -1.80 -1.45 -0.47
H 3.24 0.52 0.01
H 1.02 -0.35 -1.64

## Properties
LUMO	-3.57	eV
SMILES	N/C=C(\[NH3+])CCN
highest occupied orbital energy	-13.284	eV
charge	+1

In the natural (NBO) picture, each atom carries the following charge in e: -0.72, -0.89, -0.80, 0.16, -0.48, 0.00, -0.21, 0.46, 0.37, 0.23, 0.38, 0.26, 0.42, 0.47, 0.18, 0.24, 0.14, 0.38, 0.43

Stability comparison, relative energies in kcal/mol: w 63.1; x 0.0